(1)
Density functional theory data (ωB97M-V with the def2-TZVPD basis set) for 2 unconnected molecules or ions with the total composition C2H6O2.

```
10
C2H6O2 | the OMol25 dataset | ωB97M-V with the def2-TZVPD basis set
C 0.32442 -0.99740 -1.09914
C 0.26881 0.52710 -1.23436
O -0.67120 1.12780 -0.75547
H -0.43927 -1.23256 -1.96018
H 0.12594 -1.39304 -0.08161
H 1.26669 -1.40392 -1.40099
H 1.06505 0.97322 -1.80744
O -0.04515 -0.36513 2.40423
H 0.17547 -0.75931 3.20990
H -0.09945 0.57334 2.62967
```

energy relative to the best compared isomer or geometry (same formula, charge and spin) = 20.15 kcal/mol
E = -6265.38111 eV
E_HOMO = -0.35554 hartree
SMILES string = CC=O.O
LUMO level = 0.9 eV
gap between HOMO and LUMO = 0.38724 Ha

---

(2)
Density functional theory data (ωB97M-V with the def2-TZVPD basis set) for a molecular structure, C4H17Cu2F2N2O9S2.

```
38
C4H17Cu2F2N2O9S2 | the OMol25 dataset | ωB97M-V with the def2-TZVPD basis set
Cu -0.19901 -2.90349 2.26467
Cu 0.12673 0.01081 3.70314
N 0.13430 1.91865 3.04435
S 0.93717 3.17376 3.80399
O 0.10710 4.05235 4.54641
O 2.01171 3.66156 3.01813
F 1.58220 2.17811 4.87456
S -0.19603 2.55287 1.62742
O 0.78468 2.30645 0.62275
O -0.91049 3.78501 1.67073
F -1.35602 1.48460 1.22389
O 0.03687 -2.18080 4.28711
H -0.24450 -3.09667 4.41123
O -0.36911 -0.91723 2.00000
H -0.22803 -0.62719 1.08802
O -3.13862 -0.90743 0.39031
H -3.48873 -0.57417 -0.44251
H -2.54723 -0.21073 0.70397
O -2.31248 -3.07643 1.94803
H -3.13230 -3.57449 2.04258
H -2.57349 -2.23432 1.51464
C 1.97886 -1.07370 -1.61616
C 0.55927 -0.53210 -1.62572
C 0.32759 0.44903 -2.77101
O 0.57944 -0.15984 -4.01635
C 1.20480 0.70004 -4.93872
N -0.29196 -1.73426 -1.88380
H 2.11915 -1.65076 -0.69886
H 2.68481 -0.23932 -1.59477
H 2.22782 -1.69147 -2.47371
H 0.25739 -0.05445 -0.69171
H 0.90955 1.36372 -2.59959
H -0.71724 0.79120 -2.80177
H 2.20201 1.00714 -4.60515
H 0.58551 1.58564 -5.12509
H 1.33548 0.20554 -5.90034
H 0.16526 -2.27098 -2.61654
H -1.15247 -1.51663 -2.38413
```

2S+1 = 3
E = -142204.03689 eV
E_HOMO (alpha / beta) = -0.44492 / -0.44468 hartree
net charge = +1
LUMO level (alpha / beta) = -5.6 / -8.0 eV
gap between HOMO and LUMO (alpha / beta) = 0.23916 / 0.15156 Ha

---

(3)
Density functional theory data (ωB97M-V with the def2-TZVPD basis set) for a molecular structure, C23H22CaCl4F2N4O3S.

```
60
C23H22CaCl4F2N4O3S | the OMol25 dataset | ωB97M-V with the def2-TZVPD basis set
Ca 0.05642 0.42690 -0.61600
F 5.89700 0.25989 -1.02345
C 4.83346 0.81525 -0.40099
C 3.55724 0.41518 -0.74178
C 2.43377 0.95771 -0.11556
C 2.66279 1.95526 0.85754
C 3.97329 2.31232 1.18420
F 4.23448 3.20524 2.17885
C 5.07966 1.76092 0.57536
C 1.50065 2.57119 1.54340
C 1.53785 3.85976 2.09744
C 0.44545 4.35309 2.78055
C -0.68377 3.55808 2.91481
C -0.66760 2.32798 2.28817
N 0.36640 1.84676 1.59855
H 3.46579 -0.34556 -1.51153
H 6.08166 2.04594 0.85903
H 2.42593 4.45931 1.98822
H 0.47824 5.34592 3.21060
H -1.55523 3.88234 3.46544
H -1.53874 1.68580 2.34359
N -2.46351 0.72964 -0.08173
C -3.12867 1.73291 -0.93150
C -2.56339 3.13925 -0.70232
C -2.07535 3.83675 -1.97100
C -0.96744 3.09646 -2.71101
N 0.13850 2.72746 -1.81688
H -2.71304 -0.19977 -0.41030
H -2.78427 0.79842 0.87756
H -4.21309 1.72953 -0.78087
H -2.96505 1.41646 -1.96349
H -1.73018 3.06964 -0.00035
H -3.30993 3.77237 -0.21739
H -1.72123 4.83738 -1.70320
H -2.90635 3.98900 -2.66589
H -0.63193 3.71410 -3.55147
H -1.34503 2.17048 -3.15030
H 0.53169 3.55106 -1.37097
H 0.88520 2.31632 -2.37217
Cl -0.53764 -1.09340 2.89230
C -1.20135 -2.68926 3.09097
C -1.29541 -3.19104 4.37630
C -1.83793 -4.44997 4.57126
C -2.28181 -5.20044 3.49637
C -2.17400 -4.68672 2.21463
Cl -2.73839 -5.65102 0.89731
C -1.63077 -3.42175 1.97402
S -1.50758 -2.75504 0.35308
H -0.94719 -2.59586 5.20770
H -1.91676 -4.84811 5.57360
H -2.70776 -6.18332 3.63548
Cl -0.29197 -0.42196 -5.76695
C -0.90409 -1.38009 -4.42167
Cl -0.17606 -3.00089 -4.39972
C -0.62948 -0.72674 -3.05816
O -1.42551 -1.03651 -2.13887
O 0.34258 0.04006 -2.91741
H -1.97229 -1.51389 -4.55213
O 0.84873 -1.97425 -0.32933
N 0.35412 -2.74506 0.40217
```

energy relative to the best compared isomer or geometry (same formula, charge and spin) = 49.57 kcal/mol
E = -121111.17913 eV
E_HOMO = -0.28653 hartree
LUMO level = -1.0 eV
gap between HOMO and LUMO = 0.24857 Ha

---

(4)
Density functional theory data (ωB97M-V with the def2-TZVPD basis set) for a gas-phase ion, C8H11N2S (charge +1).

```
22
C8H11N2S | the OMol25 dataset | ωB97M-V with the def2-TZVPD basis set
C -2.57712 1.52700 1.70386
C -1.29772 1.18172 1.20682
C -3.64785 0.72637 1.76167
C -2.80652 -1.35498 0.96019
C -0.99623 0.23640 0.31276
C 0.60155 0.04075 -0.17923
C 0.83656 -1.06438 -1.08760
C 2.76762 1.37309 -1.21589
N -3.55089 -0.71140 1.72583
N -1.89868 -0.77641 0.04024
S 1.70828 1.16776 0.31236
H -2.57620 2.52925 2.15277
H -0.41261 1.70090 1.48936
H -4.64556 1.00215 2.01357
H -2.73701 -2.42567 0.83896
H 0.30347 -1.89759 -0.71076
H 0.47956 -1.05199 -2.20731
H 1.81932 -1.27431 -1.17435
H 2.10216 1.92995 -1.83025
H 2.93798 0.43348 -1.52085
H 3.53544 1.97909 -0.72114
H -1.68213 -1.37055 -0.82873
```

energy relative to the best compared isomer or geometry (same formula, charge and spin) = 60.51 kcal/mol
E = -22279.14748 eV
E_HOMO = -0.43182 hartree
net charge = +1
LUMO level = -5.8 eV
gap between HOMO and LUMO = 0.21735 Ha

---

(5)
Density functional theory data (ωB97M-V with the def2-TZVPD basis set) for C5H13NO in the gas phase.

```
20
C5H13NO | the OMol25 dataset | ωB97M-V with the def2-TZVPD basis set
C 2.64791 0.57229 -1.31880
C 1.45108 -0.52069 -1.43853
N 0.80285 -0.83533 -0.18039
C 0.05389 0.32603 0.25356
C -1.15685 0.03078 1.14778
C -2.29508 1.22206 0.87859
O -1.72305 -1.15753 0.83851
H 3.39088 0.53223 -0.49052
H 3.11585 0.62020 -2.34702
H 2.26009 1.63506 -1.13646
H 1.69282 -1.50112 -1.96922
H 0.76561 -0.01323 -2.06766
H 1.57287 -1.09368 0.46083
H -0.37576 0.91798 -0.43730
H 0.84554 0.94509 0.78404
H -0.74459 0.13048 2.17949
H -2.11129 1.68401 -0.12231
H -2.15807 2.11602 1.50339
H -3.31800 0.78011 0.83776
H -0.97716 -1.42837 0.22402
```

energy relative to the best compared isomer or geometry (same formula, charge and spin) = 60.23 kcal/mol
E = -8931.39919 eV
E_HOMO = -0.34802 hartree
SMILES string = CCNC[C@@H](C)O
LUMO level = 0.9 eV
gap between HOMO and LUMO = 0.38142 Ha

---

Question: The lowest E belongs to which entry?
Answer: C4H17Cu2F2N2O9S2